{
  "formula": "C19H37N2O2PSiTi",
  "method": "ωB97M-V with the def2-TZVPD basis set",
  "symbols": ["Ti", "Si", "P", "N", "H", "C", "H", "H", "H", "C", "H", "H", "H", "C", "H", "H", "H", "C", "H", "H", "H", "H", "H", "C", "C", "C", "C", "C", "C", "H", "H", "H", "H", "H", "C", "O", "C", "H", "H", "H", "C", "H", "H", "H", "O", "C", "C", "C", "C", "C", "C", "N", "H", "H", "H", "H", "H", "H", "H", "H", "H", "H", "H"],
  "positions_angstrom": [[-0.61044, 0.07587, 0.05774], [-2.77626, 0.98369, 1.05469], [-2.22589, -1.56765, -1.53482], [-0.85183, 1.08941, -1.41830], [-0.90088, -3.72715, 1.37301], [-1.58890, -3.13497, -2.25493], [-2.43827, -3.73611, -2.62741], [-1.05596, -3.70586, -1.47441], [-0.88730, -2.92530, -3.07321], [-3.45854, -2.37166, -0.44225], [-4.11791, -2.99155, -1.07056], [-4.04261, -1.61385, 0.09535], [-2.93892, -3.01351, 0.28823], [-3.31202, -0.81589, -2.82669], [-3.97876, -1.57771, -3.25920], [-2.69171, -0.37397, -3.61894], [-3.90792, -0.00518, -2.37954], [-3.41656, 0.27830, 2.69103], [-2.61135, 0.23597, 3.43608], [-3.83702, -0.72310, 2.54294], [-4.20500, 0.95172, 3.05871], [-2.56472, 2.43167, 1.42366], [-4.00024, 0.91415, 0.18692], [-0.91014, 1.96200, -2.41260], [0.02842, 2.86384, -4.48101], [0.09431, 1.95891, -3.43402], [-1.97956, 2.91507, -2.50326], [-2.02395, 3.81244, -3.55896], [-1.02666, 3.79109, -4.54864], [0.80171, 2.85286, -5.25512], [0.88696, 1.21248, -3.35853], [-2.74286, 2.88824, -1.72022], [-2.84655, 4.53520, -3.60918], [-1.07401, 4.50266, -5.37637], [-0.55202, -2.76103, 1.73490], [-0.85587, -1.61316, 0.89836], [0.95774, -2.81301, 1.92138], [1.26101, -3.79000, 2.30686], [1.29296, -2.08492, 2.67231], [1.48874, -2.58312, 0.99260], [-1.27968, -2.62872, 3.06675], [-1.27533, -3.60225, 3.57727], [-2.30656, -2.25979, 2.96965], [-0.72872, -1.94495, 3.73116], [1.09852, 0.58597, 0.70178], [2.23442, 1.01555, 1.08917], [2.81017, 0.65671, 2.41437], [3.95708, -0.33122, 2.23970], [5.29190, 0.35132, 1.95004], [5.30084, 1.14134, 0.64038], [4.29056, 2.28604, 0.56856], [2.92393, 1.82618, 0.29505], [3.14952, 1.59560, 2.86820], [2.00384, 0.22789, 3.01772], [4.05565, -0.93089, 3.15272], [3.74376, -1.04341, 1.42528], [5.55393, 1.01997, 2.78512], [6.07957, -0.41501, 1.90125], [6.29936, 1.58070, 0.51130], [5.14200, 0.45878, -0.20305], [4.30896, 2.85733, 1.51084], [4.56881, 2.95970, -0.24866], [2.39620, 2.26627, -0.46124]],
  "atomic_forces_ev_per_a": [[-3.1, -0.5, -2.8], [0.2, 0.5, 0.4], [-0.2, 0.2, 0.5], [0.9, -1.1, 2.6], [-0.1, 0.1, -1.1], [0.0, 0.0, -0.4], [0.4, 0.1, 0.1], [-0.2, 0.3, -0.3], [-0.2, -0.1, 0.1], [-0.2, -0.1, 0.0], [0.0, 0.2, 0.3], [0.1, -0.2, -0.1], [-0.2, 0.3, -0.3], [0.2, -0.3, -0.1], [0.1, 0.3, 0.1], [-0.2, -0.1, 0.2], [0.2, -0.3, 0.0], [0.0, 0.1, 0.1], [-0.2, -0.1, -0.1], [0.1, 0.2, 0.2], [0.2, -0.3, 0.0], [-0.1, 0.0, -0.2], [0.2, 0.1, -0.1], [-0.3, 0.9, -1.2], [-0.4, 0.3, 0.0], [-0.5, 0.1, 0.4], [0.5, -0.4, -0.1], [0.3, -0.2, -0.1], [0.1, 0.1, -0.2], [-0.3, 0.0, 0.2], [-0.2, 0.2, -0.1], [0.2, 0.1, -0.3], [0.4, -0.3, -0.1], [0.0, -0.2, 0.3], [-0.2, 2.0, 0.0], [0.9, -1.8, 1.0], [0.2, -0.1, 0.4], [0.1, -0.1, -0.2], [-0.2, 0.1, -0.1], [-0.2, -0.3, 0.0], [0.4, 0.1, 0.7], [-0.2, 0.2, -0.1], [0.3, -0.2, -0.2], [-0.3, 0.0, -0.2], [2.7, 0.9, 1.6], [-1.4, 0.1, -1.0], [-0.5, -0.1, 0.0], [0.6, -0.5, 0.1], [0.1, -0.1, 0.0], [0.3, 0.0, 0.0], [0.0, 0.0, 0.0], [-0.3, 0.3, 0.0], [0.0, -0.3, 0.2], [0.2, 0.1, -0.2], [-0.1, 0.1, -0.2], [-0.1, 0.2, 0.3], [-0.1, -0.1, -0.2], [-0.2, 0.2, 0.0], [-0.2, -0.1, 0.0], [0.0, 0.1, 0.0], [0.0, 0.0, -0.3], [-0.2, -0.1, 0.2], [0.2, -0.5, 0.1]],
  "nbo_charge": [1.224, 0.543, 0.985, -0.794, 0.155, -0.942, 0.218, 0.238, 0.233, -0.941, 0.212, 0.239, 0.237, -0.950, 0.216, 0.248, 0.253, -1.088, 0.221, 0.218, 0.228, -0.182, -0.177, 0.147, -0.216, -0.259, -0.287, -0.184, -0.302, 0.202, 0.193, 0.216, 0.205, 0.203, 0.108, -0.848, -0.616, 0.207, 0.186, 0.210, -0.618, 0.201, 0.229, 0.192, -0.690, 0.761, -0.507, -0.396, -0.396, -0.415, -0.230, -0.557, 0.230, 0.259, 0.229, 0.216, 0.199, 0.222, 0.224, 0.214, 0.200, 0.230, 0.442],
  "charge": 0,
  "mol_weight_da": 432.44,
  "total_energy_ev": -67660.8113,
  "homo_ev": -6.05,
  "lumo_energy_ev": 0.028,
  "orbital_gap_ha": 0.22328
}